No. 1
23
Properties=species:S:1:pos:R:3:forces:R:3 method="wB97M-V/def2-TZVPD" charge=-1 homo_lumo_gap_ha=0.2140 homo_ha=-0.0887 de_lowest_ev=0.829 largest_force_ev_per_a=1.30
C -1.758665 -1.188692 1.757442 -0.43 0.35 0.69
O -0.608922 -1.572746 2.329359 0.00 0.07 -0.16
C -1.759545 0.153588 0.956920 0.36 -0.26 -0.13
C -0.679303 0.248753 -0.114019 0.33 0.76 -1.00
C 0.778208 0.023373 0.327379 -0.31 -0.04 0.03
C 1.643790 -0.427325 -0.848174 -0.15 -0.13 -0.38
C 1.355406 1.262595 1.002011 0.38 -1.08 0.20
H -2.585002 -0.992287 2.520927 0.07 -0.21 -0.24
H -2.219289 -1.945721 1.066450 0.06 -0.06 -0.14
H -2.747256 0.243793 0.488579 -0.04 0.10 -0.06
H -1.658337 1.005685 1.637833 0.09 -0.09 0.16
H -0.681500 1.249401 -0.604100 -0.21 -0.02 0.26
H -0.885079 -0.388479 -0.987408 -0.17 -0.48 0.41
H 0.701278 -0.770562 1.064255 0.16 -0.23 0.27
H 1.226149 -0.161927 -1.831121 -0.05 0.29 0.15
H 1.701494 -1.515287 -0.885789 0.17 -0.09 0.10
H 2.651602 -0.011491 -0.809468 0.14 -0.11 0.06
H 0.795669 1.502086 1.904155 0.00 0.26 -0.08
H 1.409737 2.056431 0.293931 -0.36 1.11 -0.51
H 2.403764 1.086777 1.260519 -0.03 -0.15 0.34
H 1.555930 0.937659 -3.840448 -0.07 -0.04 0.14
H 0.031758 0.924192 -3.725099 0.09 -0.01 0.11
O 0.752366 1.171679 -4.313510 -0.04 0.06 -0.21

No. 2
22
Properties=species:S:1:pos:R:3:forces:R:3 method="wB97M-V/def2-TZVPD" charge=0 homo_lumo_gap_ha=0.4452 homo_ha=-0.4051 de_lowest_ev=0.588 largest_force_ev_per_a=1.74
C -0.671778 -0.427329 -0.971391 -1.14 -0.19 -0.32
C -1.516937 -0.132359 -2.259438 1.34 1.09 0.16
C -1.451159 -1.499957 -0.191740 1.10 -0.07 -0.59
C 0.797133 -0.761756 -1.192173 0.48 -0.45 -0.38
H -0.656253 0.518105 -0.429320 -0.22 -0.03 0.28
H -1.942822 0.863538 -2.115140 -0.30 -0.13 -0.18
H -2.319602 -0.808481 -2.535771 0.15 -0.36 0.23
H -1.373099 -2.409922 -0.791375 -0.13 -0.13 -0.01
H -0.966137 -1.738836 0.756048 -0.48 0.19 0.27
H -2.504075 -1.234478 -0.162325 -0.02 0.00 0.60
H 1.173985 -0.369599 -2.139123 -0.07 0.16 0.03
H 1.424809 -0.349826 -0.406461 0.03 0.16 0.02
H 1.052795 -1.825760 -1.201184 -0.42 -0.12 -0.07
H -0.816778 -0.014661 -3.089648 -0.26 -0.16 -0.25
C 1.532086 1.958831 1.963486 -0.02 -0.15 -1.17
C 0.904918 0.595584 2.227262 0.30 -0.21 1.02
H 1.411050 2.670800 2.768931 -0.15 0.03 0.22
H 2.588010 1.914440 1.724330 0.33 -0.23 0.14
H 1.091691 2.372497 1.047418 -0.15 0.22 0.30
H -0.011630 0.736782 2.800980 -0.21 -0.19 -0.26
H 1.533781 -0.049703 2.850989 0.09 0.25 0.09
H 0.720008 -0.007905 1.345649 -0.23 0.32 -0.12

No. 3
22
Properties=species:S:1:pos:R:3:forces:R:3 method="wB97M-V/def2-TZVPD" charge=0 homo_lumo_gap_ha=0.4499 homo_ha=-0.4085 de_lowest_ev=0.567 largest_force_ev_per_a=1.17
C -1.223309 1.589970 -2.133844 -0.15 0.96 0.16
C -0.863127 0.129108 -2.269447 0.51 -0.50 -0.41
H -1.700693 1.889814 -1.196612 0.06 -0.42 0.04
H -0.369004 2.267585 -2.225042 0.07 -0.22 -0.16
H -1.933639 1.885071 -2.902788 -0.05 -0.02 -0.17
H -0.793759 -0.125869 -3.334478 -0.43 -0.13 0.17
H -1.562527 -0.529885 -1.752696 -0.12 0.02 -0.27
H 0.130986 -0.153106 -1.918807 -0.01 0.39 0.40
C 0.441268 -0.727094 0.890571 -0.65 0.68 0.69
C 0.114438 -1.471245 2.215227 0.28 -0.66 -0.71
C -0.173429 0.667961 1.069690 -0.16 0.69 0.23
C 1.939782 -0.630452 0.654701 0.20 0.52 -0.39
H -0.065815 -1.230134 0.073452 0.06 -0.17 -0.13
H -0.680355 -0.987943 2.767378 0.01 0.17 0.22
H 0.999216 -1.597129 2.835428 0.01 0.21 0.19
H -1.192469 0.609081 1.463780 0.18 -0.14 0.30
H 0.468302 1.232698 1.758672 -0.34 -0.15 0.28
H -0.315426 1.356831 0.246329 0.57 -0.38 -0.75
H 2.331906 0.233520 1.202330 0.11 -0.38 0.39
H 2.458535 -1.541266 0.931943 0.15 -0.09 0.14
H 2.232538 -0.392013 -0.370252 -0.34 -0.20 -0.22
H -0.243420 -2.475505 1.994466 0.04 -0.19 0.01

No. 4
22
Properties=species:S:1:pos:R:3:forces:R:3 method="wB97M-V/def2-TZVPD" charge=0 homo_lumo_gap_ha=0.4365 homo_ha=-0.3949 de_lowest_ev=0.850 largest_force_ev_per_a=2.76
C -0.074802 -1.030331 -1.305408 -0.26 0.32 -0.38
C -0.824590 -1.228534 -2.627751 0.30 0.43 -0.11
C 1.034146 0.009850 -1.536311 1.07 -0.02 2.55
C -1.018585 -0.613154 -0.171198 -0.97 -1.93 -0.99
H 0.321217 -2.000208 -0.990805 0.35 0.09 -0.26
H -1.754081 -1.781312 -2.498909 0.05 -0.09 -0.18
H -0.177128 -1.679350 -3.385281 -0.09 -0.43 0.22
H 0.934032 0.885819 -0.871404 -0.79 0.10 -0.53
H 1.925624 -0.365050 -1.002605 0.30 -0.16 -1.01
H 1.242596 0.378478 -2.531940 0.02 -0.40 -0.25
H -1.869002 -1.318060 -0.245571 -0.24 0.58 -0.31
H -0.706888 -0.934826 0.814531 0.73 1.03 0.28
H -1.362031 0.395412 -0.349687 -0.11 0.31 0.64
H -1.023393 -0.253718 -3.079329 -0.46 0.12 0.23
C 0.801248 0.530527 2.535457 1.67 0.58 0.21
C 0.035554 1.834049 2.399466 -1.43 0.07 0.36
H 1.682389 0.641366 3.183222 -0.25 0.15 0.14
H 0.260346 -0.310298 2.954802 -0.45 0.05 -0.21
H 1.258449 0.256346 1.587419 -0.25 -0.26 -0.19
H 0.560645 2.782882 2.341072 0.80 -0.29 -0.18
H -0.629307 2.000512 3.258071 0.02 -0.25 -0.10
H -0.616438 1.799596 1.522165 0.00 -0.01 0.07

No. 5
22
Properties=species:S:1:pos:R:3:forces:R:3 method="wB97M-V/def2-TZVPD" s2=0.75 charge=+1 homo_lumo_gap_ha="0.4185 / 0.1574" homo_ha="-0.5345 / -0.5344" de_lowest_ev=0.668 largest_force_ev_per_a=2.02 multiplicity=2
C -1.566756 0.735502 -1.324774 0.73 1.00 -0.43
C -1.963625 -0.745095 -0.799020 -0.09 0.51 1.45
C -1.847060 1.817163 -0.327665 0.07 -0.86 0.45
H -2.143258 0.707105 -2.279518 -0.20 -0.51 0.08
H -0.536660 0.842137 -1.689978 -0.14 0.02 -0.02
H -1.712796 -0.656197 0.264779 0.19 -0.03 -0.14
H -3.013081 -1.027400 -0.803706 0.15 -0.32 -0.76
H -2.263567 2.599551 -1.002537 0.03 0.09 -0.02
H -0.950484 2.183493 0.163264 0.00 0.18 -0.08
H -1.193301 -1.268671 -1.379831 -0.53 -0.30 -0.36
H -2.595784 1.555195 0.417247 -0.19 0.19 -0.14
C 1.644815 -0.991040 0.379966 -0.57 1.41 1.33
C 1.184334 -1.046115 1.861389 1.10 -1.40 -0.38
C 2.580026 0.193235 0.167054 0.45 -0.33 -0.84
H 2.105114 -1.936184 0.123370 -0.22 -0.14 -0.45
H 0.731036 -0.739989 -0.176253 0.21 -0.65 -0.48
H 0.377303 -1.773390 1.965976 -0.46 0.46 0.11
H 2.872358 0.311846 -0.879701 -0.15 -0.14 -0.11
H 2.087410 1.120483 0.436299 0.05 0.22 0.37
H 3.531959 0.080098 0.679668 -0.10 0.11 0.42
H 1.974913 -1.538701 2.443233 0.05 0.43 0.04
H 1.008746 -0.070724 2.301231 -0.37 0.06 -0.02

No. 6
33
Properties=species:S:1:pos:R:3:forces:R:3 method="wB97M-V/def2-TZVPD" charge=-1 homo_lumo_gap_ha=0.2040 homo_ha=-0.1196 de_lowest_ev=0.000 largest_force_ev_per_a=0.84
C 3.893525 -0.745286 0.219982 0.00 -0.01 0.02
C 3.423739 -1.956372 -0.601785 0.02 -0.01 -0.01
C 1.905416 -1.992096 -0.946713 -0.06 -0.06 -0.01
O 1.196404 -0.924975 -0.398797 0.14 0.15 -0.07
B -0.120116 -0.585866 -0.990371 -0.18 -0.08 -0.13
C -1.415316 -1.016261 -0.058124 -0.02 0.05 -0.02
B -1.431862 -2.463528 0.497595 0.09 0.12 0.07
O -2.512228 -3.329730 0.321046 0.49 -0.55 -0.39
O -0.378374 -3.035504 1.221686 -0.56 -0.33 0.33
P -0.067905 1.409421 -1.271666 0.03 -0.10 0.09
C 0.527396 1.931517 0.391756 0.01 0.01 0.05
O -1.689991 1.933232 -1.023968 0.06 -0.05 -0.10
H 4.593140 -0.116830 -0.334670 -0.05 0.00 -0.03
H 4.398766 -1.051449 1.138802 -0.02 -0.01 -0.01
H 3.033581 -0.136174 0.489404 0.04 0.01 0.02
H 3.986406 -1.995647 -1.538243 0.00 -0.02 0.02
H 3.677581 -2.874681 -0.066147 -0.01 0.02 0.00
H 1.778822 -1.995170 -2.037950 0.06 0.01 0.02
H 1.493989 -2.944752 -0.582409 -0.02 0.02 -0.02
H -0.237013 -1.076412 -2.122494 -0.01 -0.03 0.07
H -2.336293 -0.830375 -0.625944 0.00 0.10 0.07
H -1.454586 -0.323077 0.799098 0.05 -0.05 0.02
H -2.932145 -3.207784 -0.533118 -0.26 0.38 0.15
H -0.254417 -2.703319 2.110041 0.27 0.34 -0.13
H 0.874708 2.967252 0.409107 -0.05 -0.01 0.03
H 1.349002 1.266901 0.663479 0.03 0.06 -0.01
H -0.268178 1.803362 1.132565 0.01 -0.05 -0.02
H -2.124653 1.906533 -1.880341 -0.03 0.07 -0.01
C -3.770007 4.406352 1.122276 -0.04 0.03 -0.01
Cl -4.588593 3.017888 0.417337 -0.01 -0.03 0.01
Cl -2.133960 3.983129 1.568060 0.03 0.01 0.02
Cl -3.747331 5.735610 -0.053825 0.00 -0.01 0.00
Cl -4.669504 4.944092 2.564331 0.01 0.00 -0.01

No. 7
29
Properties=species:S:1:pos:R:3:forces:R:3 method="wB97M-V/def2-TZVPD" charge=0 homo_lumo_gap_ha="0.2591 / 0.2993" homo_ha="-0.3491 / -0.3712" de_lowest_ev=3.886 largest_force_ev_per_a=5.05
B 2.677053 0.085084 -0.005853 4.10 -0.77 0.33
C 0.251548 2.309452 0.471241 2.88 -3.83 -1.59
C -1.930228 1.850929 -0.753740 0.89 -2.37 0.88
C -2.149111 -1.420797 -0.198374 -0.50 -3.07 -0.15
C 0.323025 -2.265161 -0.560407 -0.54 1.41 -4.63
C -0.805960 1.171016 0.208393 0.50 3.31 1.00
C -0.632919 -1.238504 0.053561 0.67 -2.09 1.41
N -0.245782 0.046695 -0.385151 0.98 1.25 -0.13
O 2.667713 0.568110 -1.263216 1.04 -0.53 -2.66
O 4.008206 -0.191571 0.512702 -1.05 1.52 -2.48
O -1.329095 1.057395 1.493812 -0.88 -1.31 -0.09
O -0.418596 -1.400428 1.462648 0.42 0.43 0.68
O 1.671399 -0.186972 0.756088 -3.15 0.06 0.78
H -0.231740 3.029263 0.964122 -2.04 2.93 1.65
H 0.593105 2.611663 -0.505823 0.67 0.41 -0.09
H 1.081880 1.912129 1.168550 -1.42 0.58 -1.48
H -1.730468 2.821456 -1.067646 0.67 1.94 0.24
H -1.931665 1.323308 -1.665288 -0.46 -0.96 -1.08
H -2.851164 1.756006 -0.210893 -0.40 0.01 0.06
H -2.506583 -2.557282 -0.085875 1.54 2.04 -0.62
H -2.808823 -1.055474 0.598480 0.42 1.08 -0.61
H -2.306193 -1.134497 -1.249140 -0.68 0.14 0.61
H 1.234870 -1.761492 -0.951724 -0.49 -0.37 0.95
H -0.013929 -2.720508 -1.547374 -0.31 0.32 1.30
H 0.492639 -2.999657 0.132489 0.63 -1.85 1.49
H 3.411125 0.187569 -1.840608 -1.50 1.15 1.62
H 4.159519 -0.742867 1.239973 -0.24 -1.09 1.65
H -1.235089 0.097873 1.616248 -0.21 -0.13 1.41
H 0.555272 -1.152726 1.612795 -1.56 -0.23 -0.44

No. 8
25
Properties=species:S:1:pos:R:3:forces:R:3 method="wB97M-V/def2-TZVPD" charge=0 homo_lumo_gap_ha=0.2972 homo_ha=-0.2758 de_lowest_ev=3.521 largest_force_ev_per_a=4.49
C 2.450624 1.308557 -1.165903 -2.04 1.49 0.41
C 1.110445 -1.862441 0.771730 -1.20 -0.58 -1.73
C -3.351712 -1.478978 -0.840643 -0.23 -3.24 3.10
C -1.809193 1.605921 1.533534 0.74 -3.78 1.65
C 2.051210 -0.108895 -0.974848 0.44 -1.77 1.39
C 1.301968 -0.415502 0.355568 -1.89 0.65 -1.91
N -2.227618 -1.005718 -0.056748 0.84 -1.35 0.93
Si -1.306294 0.382604 0.071719 2.12 1.24 0.86
Cl -1.915304 1.478930 -1.580596 0.27 0.10 -0.36
H 3.135023 1.668524 -0.427725 0.45 0.05 0.72
H 1.556275 1.980525 -1.128392 0.46 -0.43 0.20
H 2.875499 1.551294 -2.098950 0.67 -0.20 -1.33
H 1.413787 -2.583434 -0.039610 -0.35 0.85 0.46
H 1.578115 -2.268284 1.636924 0.75 0.35 1.01
H 0.022594 -2.028150 0.918660 0.67 -0.31 -0.04
H -3.684108 -0.761133 -1.498647 -0.51 1.37 -1.75
H -3.167588 -2.538531 -1.303198 -0.31 2.12 0.55
H -4.141129 -1.586331 -0.022381 0.27 -0.25 -1.56
H -1.041690 1.618440 2.356378 -0.46 0.10 -0.93
H -1.885801 2.545134 1.096138 -0.64 1.75 -0.46
H -2.717013 1.150001 2.056484 0.77 1.07 -1.03
H 1.419420 -0.515502 -1.739109 -0.16 0.03 -0.87
H 2.998497 -0.710294 -1.013467 -0.67 0.07 0.19
H 1.524969 0.325146 1.071105 0.33 0.44 1.25
H -2.019883 -1.625095 0.742220 -0.35 0.24 -0.75

No. 9
33
Properties=species:S:1:pos:R:3:forces:R:3 method="wB97M-V/def2-TZVPD" s2=0.87 charge=+1 homo_lumo_gap_ha="0.2000 / 0.2245" homo_ha="-0.4752 / -0.4752" de_lowest_ev=0.000 largest_force_ev_per_a=7.61 multiplicity=2
O 0.011699 -3.023988 -0.374964 -1.73 1.20 -4.69
V -0.362031 -2.399758 -1.816444 3.05 2.33 6.57
Cl -0.955861 -0.105678 -1.006684 0.25 -2.59 -1.25
O 1.686089 -1.487308 -1.856604 -1.90 -1.44 -0.61
S 2.740169 -0.723358 -1.214244 3.49 1.76 -0.81
O 3.217609 -1.013068 0.116966 -1.31 0.38 -1.52
O 3.979989 -0.917808 -2.273304 -3.75 -0.65 0.59
C 5.320489 -0.815348 -1.853244 0.92 0.72 -0.17
C 6.069729 -0.600098 -3.158804 -0.18 -0.25 0.77
C 2.387279 1.074602 -1.552394 -0.10 -1.21 1.24
H 5.631759 -1.723668 -1.337334 -0.04 0.25 0.23
H 5.367279 0.095032 -1.255654 0.53 -0.26 0.47
H 5.960239 -1.502198 -3.760744 0.25 0.16 -0.15
H 7.109739 -0.406218 -2.896324 0.03 0.02 -0.42
H 5.596219 0.247042 -3.655024 0.37 -0.01 -0.18
H 2.058669 1.243772 -2.577824 0.24 -0.38 0.09
H 3.298079 1.607672 -1.279634 -0.01 -0.09 -0.17
H 1.598279 1.334722 -0.846764 -0.01 0.08 -0.07
O -5.535831 -0.533538 2.811776 1.61 0.78 -3.63
S -5.060441 -0.203488 1.425376 -2.19 0.42 2.80
O -6.035341 -0.133048 0.348876 1.68 0.23 1.31
O -4.227401 1.208822 1.477456 -1.52 -1.33 -1.29
C -3.349251 1.485122 2.556376 -1.18 1.11 1.63
C -4.052871 2.368332 3.630196 0.70 -0.12 0.27
C -3.738961 -1.258768 0.927736 -0.29 0.24 -0.50
H -2.549591 2.068992 2.100596 0.29 -0.43 0.19
H -3.053271 0.564032 3.058466 0.42 0.01 -0.24
H -4.991821 1.982402 4.027106 -0.04 -0.23 -0.55
H -4.169181 3.416322 3.354026 -0.16 -0.17 -0.43
H -3.407921 2.399642 4.508356 0.29 -0.06 0.04
H -3.006071 -1.285638 1.734126 -0.04 -0.32 -0.23
H -3.371731 -0.755138 0.033536 0.26 -0.05 0.18
H -4.165751 -2.208388 0.605006 0.08 -0.11 0.52

No. 10
29
Properties=species:S:1:pos:R:3:forces:R:3 method="wB97M-V/def2-TZVPD" charge=+1 homo_lumo_gap_ha=0.3135 homo_ha=-0.4485 largest_force_ev_per_a=10.90
N 1.910580 0.258634 1.310953 -0.68 0.32 0.28
P 0.864539 -0.918316 1.186270 0.28 -0.22 -0.03
C -0.370372 -0.827672 -0.179082 0.15 0.29 -0.54
C -1.557609 -1.747587 0.158772 -0.15 0.18 0.20
N -1.328975 -3.165105 0.085574 0.09 -0.31 -0.12
C 0.159092 -1.175144 -1.594074 -0.02 0.17 0.17
C 1.394289 -2.050478 -1.627456 0.03 0.36 -0.14
O 1.403559 -3.174439 -2.037430 0.02 -0.13 0.06
O -0.903866 0.495072 -0.090493 -0.27 0.11 0.18
C -0.128194 1.592798 -0.578439 0.02 -0.56 -0.23
C -0.053019 2.697870 0.455550 -0.10 0.12 -2.24
N -0.708972 3.902746 -0.032296 -0.01 0.20 0.24
H 1.873656 0.686185 2.232698 0.52 -0.37 -0.14
H 1.425285 -2.190948 0.990757 0.06 -0.11 0.14
H 0.013879 -1.130014 2.287117 -0.01 -0.03 0.07
H -1.933118 -1.462488 1.149524 0.04 -0.10 -0.02
H -2.351186 -1.470135 -0.539492 0.06 -0.06 0.01
H -1.407387 -3.544175 -0.848454 0.00 0.09 0.01
H -0.456230 -3.500074 0.472676 -0.12 0.09 0.12
H 0.420634 -0.237062 -2.091105 0.05 -0.15 -0.07
H -0.624794 -1.662995 -2.172894 -0.04 0.03 0.02
H 2.329472 -1.547201 -1.288602 -0.05 -0.16 0.05
H -0.597027 1.987590 -1.485522 -0.05 -0.09 0.08
H 0.882288 1.256850 -0.814804 -0.05 0.11 0.03
H -0.415598 2.431939 1.461088 -2.09 -1.12 -8.83
H 1.009876 2.878800 0.623045 0.47 -0.04 0.20
H -0.798757 4.611808 0.689813 -0.09 0.09 -0.02
H -0.098969 4.323880 -0.728682 -0.26 0.04 -0.09
Cs 0.046921 2.679661 3.004990 2.21 1.24 10.61